Entry 1:
Density functional theory data (ωB97M-V/def2-TZVPD) for a cluster of 6 separate species, C25H51IN7O6 in total.

As for the frontier orbital gap: 5.73 eV. For the energy, the calculation gives -57561.4033 eV.

The geometry in ORCA input format:
```
! wB97M-V def2-TZVPD RIJCOSX def2/J DEFGRID3
* xyz 1 1
C 1.029 1.702 1.485
C 1.815 2.496 0.416
C 2.138 3.940 0.798
O 1.318 4.940 0.095
C 0.022 4.709 0.224
C -0.685 4.787 1.431
C -2.016 4.494 1.409
C -2.626 4.130 0.183
C -4.080 3.735 0.141
C -4.197 2.290 -0.410
C -4.949 1.388 0.553
I -5.151 2.250 -2.336
N -1.957 4.100 -0.944
N -0.658 4.382 -0.864
H 1.401 0.692 1.589
H -0.018 1.638 1.184
H 1.031 2.231 2.432
H 2.776 2.000 0.308
H 1.337 2.423 -0.557
H 2.073 4.069 1.874
H 3.152 4.149 0.487
H -0.174 5.051 2.341
H -2.604 4.530 2.311
H -4.613 4.423 -0.504
H -4.436 3.761 1.164
H -3.209 1.869 -0.544
H -5.119 0.400 0.143
H -5.879 1.845 0.877
H -4.347 1.245 1.453
H -0.138 4.341 -1.736
C -3.867 -2.186 2.497
O -4.422 -1.318 3.154
N -4.438 -2.881 1.505
C -3.701 -3.869 0.732
C -5.835 -2.628 1.189
H -2.808 -2.454 2.655
H -3.694 -3.566 -0.314
H -4.181 -4.846 0.825
H -2.678 -3.939 1.084
H -5.965 -1.580 0.917
H -6.458 -2.833 2.060
H -6.144 -3.255 0.358
C -4.140 -1.645 -2.771
O -4.870 -2.419 -2.190
N -3.581 -1.847 -3.978
C -2.715 -0.866 -4.598
C -3.864 -3.093 -4.675
H -3.875 -0.677 -2.313
H -3.133 -0.541 -5.553
H -1.725 -1.295 -4.776
H -2.614 0.002 -3.948
H -4.936 -3.191 -4.846
H -3.538 -3.941 -4.073
H -3.343 -3.102 -5.629
C -0.132 -2.774 -1.073
O -0.828 -3.532 -0.430
N 0.358 -3.040 -2.299
C 1.189 -2.100 -3.022
C 0.036 -4.322 -2.909
H 0.162 -1.777 -0.695
H 0.717 -1.826 -3.968
H 2.165 -2.541 -3.233
H 1.333 -1.199 -2.427
H -1.044 -4.426 -3.012
H 0.396 -5.137 -2.282
H 0.502 -4.385 -3.889
C 5.740 2.234 1.497
O 6.451 2.902 0.771
N 5.498 2.487 2.794
C 4.615 1.647 3.584
C 6.147 3.632 3.413
H 5.206 1.337 1.129
H 3.785 2.247 3.973
H 5.159 1.209 4.420
H 4.220 0.841 2.975
H 5.864 4.550 2.897
H 7.230 3.530 3.348
H 5.851 3.694 4.457
C 5.899 -1.870 2.259
O 5.207 -1.254 3.052
N 5.455 -2.387 1.100
C 6.327 -3.114 0.194
C 4.057 -2.212 0.750
H 6.969 -2.059 2.438
H 6.362 -2.616 -0.776
H 5.960 -4.133 0.057
H 7.334 -3.156 0.603
H 3.818 -1.148 0.684
H 3.419 -2.658 1.514
H 3.861 -2.687 -0.208
*
```

Here are the Löwdin charges for atoms 1 to 8, given in e:
1. C -0.0705
2. C -0.1980
3. C -0.1131
4. O 0.0297
5. C -0.2924
6. C 0.0828
7. C 0.0845
8. C -0.2311

Entry 2:
Density functional theory data (ωB97M-V/def2-TZVPD) for a cluster of 2 separate species, C4H8O2 in total.

As for the frontier orbital gap: 9.70 eV. For the relative energy (zero: lowest compared OMol25 entry of this formula, charge and spin), the calculation gives 3.1626 eV. For the energy, the calculation gives -8370.1191 eV.

The geometry in ORCA input format:
```
! wB97M-V def2-TZVPD RIJCOSX def2/J DEFGRID3
* xyz 0 1
O 0.471 -1.757 -1.582
C 0.395 -0.721 -0.727
C 0.813 -0.564 0.532
C 0.201 0.821 0.616
O 1.072 1.918 0.793
C -0.210 0.653 -0.874
H 0.261 -1.446 -2.471
H 1.396 -1.176 1.210
H -0.669 0.908 1.286
H 1.412 1.873 1.695
H 0.365 1.325 -1.519
H -1.280 0.730 -1.106
H -2.480 -1.259 1.016
H -1.746 -1.308 1.130
*
```

Here are the Löwdin charges for atoms 1 to 8, given in e:
1. O 0.0771
2. C -0.3649
3. C 0.0039
4. C -0.3848
5. O -0.0295
6. C -0.0531
7. H 0.1144
8. H 0.1077

Entry 3:
Density functional theory data (ωB97M-V/def2-TZVPD) for a cluster of 2 separate species, C4H9ClO2 in total.

As for the frontier orbital gap (spin up / spin down): 7.99 / 7.68 eV. For the relative energy (zero: lowest compared OMol25 entry of this formula, charge and spin), the calculation gives 4.6857 eV. For the energy, the calculation gives -20906.4977 eV.

The geometry in ORCA input format:
```
! wB97M-V def2-TZVPD RIJCOSX def2/J DEFGRID3
* xyz 0 1
C -1.900 1.549 -0.567
C 2.641 -1.242 -1.486
C 0.841 -0.204 2.442
C 1.461 -0.177 0.226
O 1.794 -1.166 -0.518
O 0.386 -0.318 0.984
Cl 2.118 1.400 -0.180
H -1.266 0.709 -0.637
H -2.955 1.266 -0.362
H -1.842 2.114 -1.572
H 3.343 -0.454 -1.778
H -1.668 2.115 0.314
H 2.657 -2.240 -1.885
H -0.032 -0.262 2.895
H 1.391 0.766 2.667
H 1.374 -1.111 2.582
*
```

Here are the Löwdin charges for atoms 1 to 8, given in e:
1. C -0.0500
2. C -0.0739
3. C 0.0279
4. C -0.8535
5. O -0.0513
6. O -0.1103
7. Cl 0.7140
8. H -0.0290

Entry 4:
Density functional theory data (ωB97M-V/def2-TZVPD) for the molecule C6H6O.

As for the frontier orbital gap: 9.91 eV. For the relative energy (zero: lowest compared OMol25 entry of this formula, charge and spin), the calculation gives 3.7853 eV. For the energy, the calculation gives -8362.7208 eV.

The geometry in ORCA input format:
```
! wB97M-V def2-TZVPD RIJCOSX def2/J DEFGRID3
* xyz 0 1
C 2.045 -0.685 -0.155
C 1.016 0.177 -0.799
C -0.213 0.414 -0.248
C -1.671 1.116 -0.050
C -2.339 -0.144 0.096
O -3.335 -0.767 -0.089
C -1.054 -0.129 0.799
H 2.754 -0.036 0.372
H 2.607 -1.237 -0.913
H 1.596 -1.375 0.555
H 1.342 0.811 -1.613
H -1.870 2.133 0.196
H -0.878 -0.277 1.848
*
```

Here are the Löwdin charges for atoms 1 to 8, given in e:
1. C -0.1066
2. C -0.1237
3. C -0.1082
4. C 0.0881
5. C -0.4106
6. O 0.1215
7. C -0.0274
8. H 0.0797

Entry 5:
Density functional theory data (ωB97M-V/def2-TZVPD) for a structure of composition CH3N3O.

As for the frontier orbital gap: 9.47 eV. For the relative energy (zero: lowest compared OMol25 entry of this formula, charge and spin), the calculation gives 3.3603 eV. For the energy, the calculation gives -7600.2420 eV.

The geometry in ORCA input format:
```
! wB97M-V def2-TZVPD RIJCOSX def2/J DEFGRID3
* xyz 0 1
C 0.972 0.053 0.081
N 0.036 -0.987 0.085
N -0.011 0.983 -0.038
N -1.011 0.014 0.060
O 2.159 0.121 0.200
H -0.125 -1.972 -0.311
H -0.213 1.900 0.620
H -1.807 -0.111 -0.697
*
```

Atomic charges from the Löwdin analysis, expressed in e, are listed below:
1. C -0.6141
2. N 0.0646
3. N 0.0233
4. N -0.1024
5. O 0.0746
6. H 0.1755
7. H 0.2210
8. H 0.1574

Entry 6:
Density functional theory data (ωB97M-V/def2-TZVPD) for a cluster of 2 separate species, C3H10N3 in total.

As for the frontier orbital gap: 11.24 eV. For the relative energy (zero: lowest compared OMol25 entry of this formula, charge and spin), the calculation gives 0.8294 eV. For the energy, the calculation gives -7737.4351 eV.

The geometry in ORCA input format:
```
! wB97M-V def2-TZVPD RIJCOSX def2/J DEFGRID3
* xyz 1 1
C 0.058 -0.412 -2.445
C -1.221 -0.243 -2.142
H 0.555 -1.373 -2.417
H 0.640 0.415 -2.841
H -1.842 -1.052 -1.781
H -1.711 0.707 -2.330
N 0.500 0.281 2.730
C 0.418 0.205 1.393
N 0.074 1.276 0.688
N 0.747 -0.923 0.767
H 0.129 1.106 3.170
H 0.476 -0.569 3.270
H -0.117 1.211 -0.300
H 0.038 2.174 1.139
H 0.504 -1.029 -0.210
H 0.753 -1.774 1.310
*
```

Here are the Löwdin charges for atoms 1 to 8, given in e:
1. C -0.0888
2. C -0.0680
3. H 0.0632
4. H 0.0675
5. H 0.0637
6. H 0.0668
7. N 0.2060
8. C -0.4634